{"formula": "C72H156F6O4P4", "method": "ωB97M-V/def2-TZVPD", "spin_multiplicity": 2, "homo_energy_ev": [-4.1708, -5.7366], "s2": 0.75, "charge": 1, "gap_ev": [2.30, 3.82], "species": ["C", "C", "C", "C", "P", "C", "C", "C", "C", "C", "C", "C", "C", "C", "C", "C", "C", "H", "H", "H", "H", "H", "H", "H", "H", "H", "H", "H", "H", "H", "H", "H", "H", "H", "H", "H", "H", "H", "H", "H", "H", "H", "H", "H", "H", "H", "H", "H", "H", "H", "H", "H", "H", "C", "C", "C", "C", "P", "C", "C", "C", "C", "C", "C", "C", "C", "C", "C", "C", "C", "H", "H", "H", "H", "H", "H", "H", "H", "H", "H", "H", "H", "H", "H", "H", "H", "H", "H", "H", "H", "H", "H", "H", "H", "H", "H", "H", "H", "H", "H", "H", "H", "H", "H", "H", "H", "C", "C", "C", "C", "P", "C", "C", "C", "C", "C", "C", "C", "C", "C", "C", "C", "C", "H", "H", "H", "H", "H", "H", "H", "H", "H", "H", "H", "H", "H", "H", "H", "H", "H", "H", "H", "H", "H", "H", "H", "H", "H", "H", "H", "H", "H", "H", "H", "H", "H", "H", "H", "H", "C", "C", "C", "C", "P", "C", "C", "C", "C", "C", "C", "C", "C", "C", "C", "C", "C", "H", "H", "H", "H", "H", "H", "H", "H", "H", "H", "H", "H", "H", "H", "H", "H", "H", "H", "H", "H", "H", "H", "H", "H", "H", "H", "H", "H", "H", "H", "H", "H", "H", "H", "H", "H", "C", "O", "O", "C", "F", "F", "F", "C", "C", "H", "H", "H", "H", "H", "H", "C", "O", "O", "C", "F", "F", "F", "C", "C", "H", "H", "H", "H", "H", "H"], "coordinates": [[-6.800, -2.514, 7.995], [-5.541, -2.953, 7.508], [-5.388, -2.686, 5.954], [-4.260, -3.643, 5.391], [-3.624, -3.328, 3.719], [-4.896, -3.820, 2.554], [-4.714, -3.208, 1.096], [-5.919, -3.466, 0.204], [-5.893, -2.727, -1.174], [-1.926, -4.153, 3.457], [-0.828, -3.608, 4.349], [0.486, -4.473, 4.306], [1.375, -4.266, 3.003], [-3.219, -1.577, 3.621], [-4.340, -0.527, 3.610], [-4.044, 0.636, 4.565], [-3.091, 1.643, 3.913], [-7.733, -3.020, 7.745], [-6.981, -1.539, 7.541], [-6.779, -2.330, 9.069], [-5.444, -4.030, 7.646], [-4.770, -2.471, 8.110], [-5.141, -1.629, 5.850], [-6.335, -2.824, 5.433], [-4.522, -4.701, 5.359], [-3.402, -3.562, 6.060], [-5.747, -3.341, 3.039], [-4.995, -4.905, 2.601], [-3.805, -3.622, 0.660], [-4.478, -2.144, 1.110], [-6.763, -3.052, 0.756], [-6.104, -4.533, 0.080], [-6.202, -1.684, -1.108], [-6.706, -3.148, -1.766], [-4.953, -2.880, -1.704], [-1.651, -3.972, 2.418], [-2.038, -5.237, 3.490], [-1.112, -3.567, 5.401], [-0.536, -2.599, 4.059], [0.236, -5.533, 4.348], [1.004, -4.331, 5.254], [2.324, -4.800, 3.054], [1.576, -3.209, 2.830], [0.714, -4.530, 2.178], [-2.664, -1.495, 2.686], [-2.531, -1.422, 4.452], [-5.292, -0.988, 3.875], [-4.372, -0.088, 2.613], [-3.662, 0.369, 5.551], [-4.850, 1.281, 4.917], [-3.390, 2.119, 2.980], [-2.211, 1.072, 3.618], [-2.782, 2.430, 4.602], [8.329, 4.685, -2.710], [7.921, 3.198, -2.783], [6.640, 2.838, -1.948], [6.454, 1.323, -1.812], [5.020, 0.874, -0.881], [3.624, 1.971, -1.216], [3.013, 1.711, -2.625], [1.822, 2.658, -2.933], [2.265, 4.093, -3.197], [4.481, -0.860, -1.113], [4.698, -1.466, -2.493], [4.215, -2.881, -2.651], [4.623, -3.447, -4.002], [5.414, 1.183, 0.963], [4.106, 1.089, 1.795], [4.411, 0.286, 3.079], [4.439, -1.246, 2.816], [8.923, 4.796, -1.803], [7.509, 5.387, -2.559], [8.840, 4.960, -3.633], [8.779, 2.559, -2.578], [7.803, 2.864, -3.814], [5.772, 3.362, -2.348], [6.858, 3.252, -0.963], [7.289, 0.749, -1.410], [6.422, 0.871, -2.804], [4.041, 2.978, -1.185], [2.784, 1.942, -0.523], [2.693, 0.669, -2.606], [3.747, 1.888, -3.411], [1.068, 2.739, -2.149], [1.309, 2.255, -3.806], [2.355, 4.508, -2.193], [1.578, 4.609, -3.867], [3.234, 4.143, -3.693], [3.429, -0.784, -0.836], [4.876, -1.529, -0.348], [5.777, -1.487, -2.641], [4.216, -0.944, -3.321], [3.127, -2.864, -2.588], [4.747, -3.418, -1.865], [4.067, -2.975, -4.811], [4.306, -4.474, -4.186], [5.699, -3.320, -4.124], [5.882, 2.166, 1.017], [6.167, 0.503, 1.360], [3.365, 0.564, 1.194], [3.690, 2.073, 2.012], [3.624, 0.513, 3.798], [5.328, 0.471, 3.639], [3.590, -1.622, 2.246], [4.610, -1.737, 3.774], [5.368, -1.485, 2.297], [0.386, 11.103, 2.791], [1.378, 9.965, 2.844], [0.775, 8.608, 2.827], [1.811, 7.487, 2.886], [1.189, 5.767, 3.009], [0.234, 5.702, 4.612], [-0.210, 4.312, 5.234], [-1.370, 4.504, 6.219], [-0.963, 4.757, 7.634], [0.174, 5.363, 1.530], [-0.247, 3.884, 1.590], [-0.640, 3.494, 0.194], [-2.056, 3.893, -0.208], [2.677, 4.574, 3.162], [3.938, 5.195, 3.846], [4.954, 4.094, 4.037], [5.887, 4.421, 5.238], [0.875, 12.069, 2.923], [-0.384, 10.994, 3.554], [-0.124, 11.119, 1.828], [2.012, 10.081, 3.723], [2.004, 10.054, 1.956], [0.286, 8.546, 1.855], [0.063, 8.637, 3.652], [2.519, 7.546, 3.713], [2.503, 7.489, 2.043], [-0.592, 6.411, 4.550], [0.899, 6.194, 5.322], [0.518, 3.661, 5.718], [-0.542, 3.682, 4.409], [-1.893, 3.549, 6.161], [-2.043, 5.314, 5.936], [-1.822, 4.753, 8.305], [-0.534, 5.756, 7.720], [-0.329, 3.923, 7.935], [0.799, 5.665, 0.690], [-0.650, 6.068, 1.635], [-0.976, 3.745, 2.388], [0.551, 3.199, 1.875], [-0.624, 2.414, 0.046], [0.053, 3.776, -0.598], [-2.705, 3.199, 0.327], [-2.234, 3.752, -1.274], [-2.327, 4.890, 0.137], [3.018, 4.587, 2.127], [2.278, 3.583, 3.376], [3.635, 5.587, 4.817], [4.347, 6.115, 3.429], [5.531, 4.022, 3.115], [4.584, 3.089, 4.236], [6.551, 5.234, 4.947], [6.499, 3.550, 5.475], [5.354, 4.665, 6.157], [2.611, -6.043, -0.094], [1.086, -6.558, -0.310], [0.793, -6.768, -1.824], [0.833, -5.410, -2.654], [-0.691, -5.027, -3.730], [-0.718, -3.302, -4.357], [0.681, -2.626, -4.478], [0.625, -1.333, -5.327], [-0.425, -0.200, -4.772], [-2.356, -5.555, -3.067], [-3.485, -5.020, -3.967], [-4.856, -5.356, -3.454], [-6.011, -4.905, -4.403], [-0.348, -6.043, -5.316], [-0.438, -7.553, -5.024], [-0.151, -8.407, -6.391], [-1.204, -8.063, -7.456], [2.692, -4.957, -0.140], [3.334, -6.632, -0.659], [2.822, -6.080, 0.975], [0.572, -5.764, 0.232], [1.000, -7.487, 0.254], [-0.239, -7.108, -1.732], [1.451, -7.588, -2.111], [1.718, -5.416, -3.291], [0.868, -4.612, -1.913], [-1.386, -2.819, -3.643], [-1.212, -3.293, -5.328], [1.374, -3.304, -4.976], [1.112, -2.482, -3.487], [0.272, -1.556, -6.334], [1.589, -0.838, -5.449], [-0.376, 0.710, -5.370], [-0.186, -0.153, -3.710], [-1.451, -0.568, -4.736], [-2.390, -5.100, -2.077], [-2.418, -6.628, -2.891], [-3.397, -5.412, -4.981], [-3.385, -3.940, -4.079], [-4.935, -4.927, -2.455], [-4.864, -6.443, -3.370], [-6.205, -5.403, -5.353], [-5.859, -3.859, -4.668], [-7.025, -4.918, -4.004], [0.621, -5.645, -5.621], [-1.169, -5.593, -5.875], [-1.391, -7.924, -4.648], [0.220, -7.884, -4.220], [-0.160, -9.473, -6.163], [0.844, -8.085, -6.697], [-2.194, -8.302, -7.068], [-0.962, -8.683, -8.320], [-1.141, -6.983, -7.589], [-3.807, 5.171, -7.552], [-2.687, 4.393, -6.951], [-4.667, 4.207, -8.164], [-4.312, 6.317, -6.687], [-3.424, 6.985, -5.916], [-4.846, 7.283, -7.459], [-5.242, 5.964, -5.786], [-3.052, 3.817, -5.645], [-1.967, 2.932, -5.157], [-2.004, 2.010, -5.738], [-0.988, 3.366, -5.358], [-2.058, 2.687, -4.099], [-3.913, 3.153, -5.721], [-3.248, 4.533, -4.846], [-3.175, 5.629, -8.314], [-0.840, -2.347, -0.030], [-1.808, -1.287, -0.065], [-1.260, -3.406, -0.894], [0.625, -1.713, 0.102], [1.584, -2.488, 0.570], [1.108, -1.149, -0.965], [0.606, -0.678, 0.986], [-1.948, -0.500, -1.276], [-3.155, 0.439, -1.153], [-3.269, 1.106, -2.007], [-4.060, -0.137, -0.963], [-2.874, 1.044, -0.292], [-2.021, -1.130, -2.163], [-1.068, 0.124, -1.433], [-0.969, -2.649, 1.009]], "forces_ev_per_a": [[-3.224, 2.427, 1.103], [2.038, -1.947, -2.245], [0.957, -0.790, 0.928], [-0.090, 0.659, -0.136], [1.535, 0.052, 0.244], [0.442, 1.321, -0.933], [0.677, -0.904, 0.492], [-0.192, 1.037, -0.149], [-0.623, -0.855, 0.637], [-1.320, 0.391, -0.342], [1.364, -0.622, 0.357], [0.140, 0.024, -0.794], [-1.506, 0.637, 1.480], [-0.022, -0.007, -0.520], [-0.297, 0.284, 0.719], [-0.008, 1.640, 0.137], [1.143, -0.643, -0.011], [0.369, -0.736, -0.053], [-0.131, 0.531, 0.230], [-0.204, -0.183, 0.052], [0.295, -0.172, 0.158], [0.406, -0.004, -0.461], [0.278, -0.106, -0.180], [-0.070, -0.249, 0.115], [-0.433, -0.044, 0.380], [0.137, -0.026, 0.039], [-0.535, -0.242, -0.121], [-0.149, 0.002, -0.213], [0.119, -0.274, -0.156], [-0.284, 0.183, 0.397], [-0.393, -0.204, -0.042], [0.115, -0.053, -0.067], [0.634, 0.155, 0.266], [0.144, -0.258, -0.237], [-0.002, 0.315, 0.043], [-0.271, 0.213, -0.234], [-0.106, -0.091, 0.464], [-0.287, 0.007, 0.027], [-0.215, 0.125, -0.088], [-0.296, -0.131, -0.097], [0.367, 0.431, -0.223], [-0.295, -0.195, -0.195], [0.175, 0.047, 0.321], [0.486, -0.476, -0.309], [0.422, 0.095, -0.022], [0.141, 0.074, 0.010], [-0.132, 0.146, -0.345], [-0.415, -0.237, -0.058], [0.554, -0.688, -0.144], [-1.059, -0.578, -0.622], [-0.724, -0.111, 0.110], [0.523, 0.194, 0.052], [-0.027, -0.077, 0.007], [-0.299, -0.686, 0.378], [-0.756, -0.257, -0.647], [2.215, 0.202, 0.167], [0.131, -0.149, -1.347], [-0.446, -0.040, 2.724], [-0.023, 0.215, -1.581], [-0.556, 0.541, 0.852], [0.262, -0.314, -0.720], [0.262, -0.516, 0.115], [-0.531, 0.319, 0.184], [0.328, 0.355, -0.467], [0.241, -0.278, 0.063], [-0.521, 0.039, -0.298], [-0.682, -0.088, -1.324], [1.551, -0.465, 0.277], [-1.267, -1.007, -0.095], [0.825, 0.848, 0.348], [0.467, 0.266, -0.297], [-0.350, -0.258, -0.275], [0.308, 0.143, 0.360], [0.066, 0.044, 1.000], [-0.704, 0.407, -0.380], [0.028, -0.209, -0.083], [-0.397, 0.130, 0.231], [0.309, 0.478, 0.585], [-0.529, 0.049, -0.331], [-0.049, 0.226, 0.312], [0.378, -0.294, 0.527], [-0.145, -0.059, -0.440], [0.144, -0.307, -0.082], [0.093, -0.635, 0.234], [-0.032, -0.074, -0.066], [0.054, 0.892, -0.291], [-0.188, 0.207, 0.486], [0.182, -0.061, 0.048], [-0.289, -0.132, -0.226], [0.467, 0.171, 0.095], [0.142, 0.201, -0.398], [0.252, 0.768, 0.170], [-0.034, -0.473, 0.600], [-0.701, -0.629, 0.238], [0.322, 0.712, -0.094], [0.444, -0.346, 0.617], [-0.064, -0.231, -0.369], [-0.179, 0.293, -0.108], [-0.040, -0.326, -0.404], [-0.278, -0.167, 0.365], [0.142, 0.132, -0.102], [-0.230, -0.120, 0.092], [0.255, 0.764, -0.511], [-0.056, -0.050, 0.265], [-0.613, -0.295, 0.029], [-0.033, -0.063, -0.498], [-0.466, -0.004, -0.066], [1.266, 1.003, -0.256], [-0.218, -0.337, -0.291], [0.227, -0.735, 0.377], [0.878, -0.601, 0.853], [0.884, -0.741, 0.281], [-0.673, 0.971, -1.142], [-0.282, -0.458, -0.592], [-0.115, -0.108, 0.404], [0.686, 0.237, 2.151], [0.756, 0.426, -0.608], [-1.202, -1.194, -1.315], [-0.093, -0.256, 0.609], [-0.553, 2.885, -1.221], [-1.921, -0.902, 1.743], [1.347, 0.259, 1.033], [0.197, -0.327, -0.847], [-0.008, -0.072, 0.020], [-0.029, 0.094, 0.140], [-0.054, 0.043, -0.055], [0.180, -0.001, 0.063], [0.431, 0.071, 0.078], [-0.620, -0.323, 0.159], [-0.287, -0.771, -0.063], [-0.214, 0.345, 0.460], [-0.230, 0.081, -0.488], [-0.357, -0.314, -0.247], [0.331, 0.073, 0.031], [0.732, 0.696, -0.008], [-0.303, 0.048, -0.062], [-0.477, 0.118, 0.230], [-0.145, -0.193, -0.505], [-0.113, -0.036, -0.061], [0.549, -0.237, 0.251], [0.455, 0.448, 0.385], [-0.017, -0.319, -0.210], [-0.343, -0.132, -0.355], [-0.572, -0.017, -0.469], [0.570, 0.356, 0.113], [0.094, -0.403, 0.482], [0.431, 0.750, 0.500], [-0.388, 0.106, -0.057], [-0.029, 0.276, 0.050], [0.020, 0.165, -0.376], [-0.260, -0.579, -0.943], [0.461, 0.036, 0.612], [-0.050, -0.311, 0.541], [-0.032, -0.432, -1.046], [0.230, -0.129, -0.073], [-0.756, 0.200, -0.200], [0.038, 0.120, 0.324], [0.174, 0.031, -0.073], [-0.194, 0.167, -0.177], [-1.665, -0.388, 0.917], [3.376, 1.379, 0.072], [-1.347, 1.144, 1.726], [-0.933, -0.847, 0.660], [1.334, -1.701, -0.728], [0.365, -0.110, 0.721], [-0.343, 0.110, -0.339], [-2.113, 1.388, 0.475], [1.408, -2.427, 0.058], [0.671, 0.842, 0.043], [0.664, 0.288, -0.582], [-0.896, -0.677, -0.601], [-0.103, 0.837, 0.250], [-1.231, 0.776, 2.883], [0.392, -1.309, -1.979], [-0.563, 1.430, 1.878], [0.881, -0.305, 1.096], [0.031, 0.092, -1.275], [0.107, 0.373, -0.007], [0.195, -0.904, 0.171], [-0.961, -0.201, -0.589], [-0.229, -0.098, -0.247], [-0.118, -0.435, -0.835], [-0.133, 0.280, -0.689], [-0.147, 0.347, -0.196], [0.081, 0.220, -0.155], [0.206, 0.478, 0.071], [-0.079, -0.225, -0.068], [0.023, -0.234, -0.157], [-0.215, 0.326, 0.150], [0.173, -0.332, -0.113], [0.159, -0.245, 0.251], [0.144, -0.067, 0.480], [0.232, 1.001, 0.064], [-0.078, -0.093, -0.570], [-0.057, 0.335, 0.177], [0.256, -0.095, -0.390], [0.147, -0.186, -0.157], [0.006, 0.170, 0.121], [-0.423, -0.069, -0.015], [-0.300, -0.161, 0.315], [0.974, -0.525, -0.011], [0.109, 0.167, -0.035], [0.197, -0.137, 0.819], [-0.009, -0.359, -0.400], [0.201, -0.564, -0.813], [-0.502, 0.662, -0.210], [0.562, 0.312, -0.244], [0.161, 0.059, 0.068], [0.070, -0.323, -0.274], [-0.087, -0.092, -0.188], [-0.376, 0.533, -0.340], [-0.173, -0.182, -0.790], [-0.012, -4.723, -3.422], [-0.656, 0.177, 3.506], [1.117, 3.602, 2.436], [-0.921, 0.184, 0.635], [1.233, -0.162, -0.156], [-0.260, -0.163, -0.349], [-0.781, -0.491, 0.024], [-0.144, 0.257, -1.178], [1.112, -0.706, -0.663], [0.084, -0.167, 0.074], [0.188, 0.172, 0.217], [-0.059, 0.005, 0.135], [-0.536, 0.462, -0.405], [-0.174, 0.687, -0.366], [-0.182, 0.856, -0.357], [-2.195, -2.248, -1.201], [0.128, 1.234, -0.548], [2.609, 2.386, 1.367], [-1.657, 0.793, 0.462], [0.501, -1.722, 0.211], [0.651, 0.540, -2.883], [-0.732, 0.063, 0.734], [0.030, -0.222, -0.169], [1.013, -0.617, 0.704], [0.023, -0.232, -0.093], [-0.073, 0.188, -0.012], [-0.622, 0.232, 0.174], [-0.113, -0.390, 0.129], [0.292, 0.048, 0.147], [0.115, -0.328, 0.595]]}